{
  "formula": "C12H26BeN2S4",
  "method": "ωB97M-V with the def2-TZVPD basis set",
  "elements": ["Be", "C", "C", "S", "C", "C", "S", "C", "C", "S", "H", "H", "H", "H", "H", "H", "H", "H", "H", "H", "H", "H", "C", "H", "H", "C", "N", "C", "C", "S", "N", "C", "C", "H", "H", "H", "H", "H", "H", "H", "H", "H", "H", "H", "H"],
  "xyz": [[0.19931, 0.06272, 0.70436], [-0.40300, 3.54050, -0.73450], [-1.27662, 3.35568, 0.50246], [-1.25518, 1.70079, 1.28499], [-0.42597, 2.00509, 2.85812], [1.06806, 2.27427, 2.71842], [1.88089, 0.92155, 1.79874], [2.89524, 1.76176, 0.53945], [2.16552, 2.29301, -0.68408], [1.34680, 3.88803, -0.40492], [-0.77029, 4.40991, -1.28127], [-0.48217, 2.68680, -1.40805], [-2.32029, 3.50822, 0.22291], [-1.03080, 4.10132, 1.25899], [-0.60472, 1.09713, 3.43580], [-0.91807, 2.83075, 3.37294], [1.52856, 2.32377, 3.70542], [1.25492, 3.20450, 2.18957], [3.59402, 0.97978, 0.23664], [3.47853, 2.53889, 1.03452], [1.43058, 1.56494, -1.02528], [2.89124, 2.42925, -1.48672], [0.25188, -0.58154, -0.91077], [1.21405, -0.85049, -1.35344], [-0.31709, -0.07735, -1.69289], [1.59711, -3.19044, -0.06569], [0.28525, -3.10248, -0.67663], [0.38877, -3.39975, -2.09978], [-0.46542, -1.86608, -0.42071], [-0.57075, -1.58903, 1.49148], [-1.78951, -2.04476, -0.98086], [-2.47611, -3.23633, -0.49340], [-2.68506, -0.90869, -0.86099], [1.99504, -4.18782, -0.26127], [1.52253, -3.04582, 1.00778], [2.31968, -2.46174, -0.47263], [1.05277, -2.70262, -2.63560], [-0.59165, -3.35974, -2.56655], [0.79913, -4.40498, -2.21138], [-1.85002, -4.11408, -0.62356], [-3.39728, -3.36391, -1.06319], [-2.72792, -3.14587, 0.57284], [-2.25058, -0.00934, -1.29129], [-2.95409, -0.70472, 0.18601], [-3.59729, -1.13107, -1.41600]],
  "total_energy_ha": -2189.8548,
  "largest_force_ev_per_a": 0.308,
  "spin_multiplicity": 1,
  "orbital_gap_ev": 7.6,
  "lumo_ha": 0.00821
}